22
Properties=species:S:1:pos:R:3 method="wB97M-V/def2-TZVPD" orbital_gap_ev=9.0284 spin_multiplicity=1 relative_energy_kj_mol=125.46 smiles="CCn1c(=O)[nH]c2ccccc21"
O 2.36409 -2.24227 -0.34664
N 0.02961 -2.15814 0.26748
N 1.04030 -0.24909 -0.10023
C -1.00395 -1.26806 0.04793
C -3.18378 -0.20716 0.07606
C -2.38140 -1.36554 0.14441
C 2.41181 1.68523 0.61962
C -0.31464 -0.07655 -0.27353
C 2.12408 0.61520 -0.46823
C 1.28299 -1.61225 -0.09793
C -2.52017 0.98360 -0.25373
C -1.16416 1.07846 -0.33591
H -4.27608 -0.24079 0.24286
H 1.40483 2.10066 0.99128
H 1.81908 1.06847 -1.40635
H -0.52950 1.91282 -0.63168
H -3.11459 1.88204 -0.46139
H 2.98329 -0.13922 -0.62500
H 0.11714 -3.17671 0.51050
H 2.79138 1.19920 1.54460
H 2.93648 2.65401 0.28155
H -2.81680 -2.44393 0.27433


168
Properties=species:S:1:pos:R:3 method="wB97M-V/def2-TZVPD" orbital_gap_ev=7.3291 spin_multiplicity=1 relative_energy_kj_mol=3307.12
O 3.55485 -1.88423 -0.67051
O 2.53494 -1.58113 6.15438
O 0.94876 2.89011 1.98252
O 0.30497 -2.71822 2.16702
O 1.17793 1.32579 -3.81595
O -2.76784 1.32114 3.27970
O 1.95156 -0.33363 -1.47872
O -0.84917 0.78886 -2.06282
O 2.22287 4.11141 -1.96261
O -1.26677 6.58869 -0.37129
O 0.50125 -1.16389 -0.48646
O -0.52008 -5.23641 3.11485
O 3.41541 -4.85862 -0.42876
O -3.46968 -0.05464 -2.41985
O -3.12873 -1.99092 2.12590
O 4.26221 -0.49270 2.81732
O 0.98854 -1.73954 -4.48755
O 2.67201 -2.73083 2.20429
N -4.70922 -1.23643 0.91688
N 4.45218 -1.29757 -5.73127
N 0.37713 0.40402 6.39412
N -0.96160 3.32701 1.44126
N 0.71245 1.62810 0.18919
N -1.46637 -5.28273 1.36286
N -0.90197 6.22338 -2.51369
C -2.87665 -3.41401 2.25669
C -2.27048 3.83721 -0.59723
C 0.34026 -4.46848 3.91264
C 1.81186 2.86424 -1.45904
C 0.22982 -3.01221 3.54505
C -2.05644 -3.97275 1.09011
C 3.42144 -0.51649 1.66261
C -0.14270 1.01272 -4.26405
C -1.09563 4.19649 0.29934
C -0.98655 1.30347 1.88209
C -0.44373 -0.66508 0.42360
C 3.22630 -2.83838 -1.69358
C 0.32786 5.10192 -4.34924
C -3.93149 -1.29670 3.15835
C -1.10115 1.52658 -3.20682
C 2.23857 -1.41141 1.84919
C 1.36930 5.29929 -1.92903
C -2.90412 -0.55172 -3.60255
C -0.10495 0.09173 4.09073
C -1.10925 5.73003 0.76744
C 2.50774 -4.05728 -1.09230
C 0.20792 -1.97011 -3.26726
C -3.39112 0.65644 0.60901
C -2.78064 -3.92611 -0.24097
C 2.51484 -2.26786 -7.03252
C -4.27907 -0.35733 -0.12945
C -0.10674 -2.22378 -1.24083
C 0.56247 -0.51371 5.27512
C 0.03702 5.11805 -2.78958
C 3.95110 -1.76834 6.23508
C 2.98541 -1.35012 -5.84486
C 2.09197 -0.68811 5.12505
C -3.61610 -1.05434 -1.43005
C -1.01689 7.95028 -0.11817
C 2.42235 -1.72111 -4.48146
C 0.13385 0.59096 1.13621
H -0.78411 -1.54880 -3.42997
H -4.91741 -1.75982 3.19801
H 4.04080 -2.30356 0.04336
H -1.08171 8.59862 -0.99199
H 0.65162 -1.45676 -2.41421
H -0.04070 3.32937 1.85604
H -2.96401 -2.87429 -0.46040
H 4.78045 -0.96246 -6.62572
H -5.10798 -2.03594 0.44584
H 1.55635 -1.12049 2.64798
H 1.34233 2.98097 -0.48231
H -3.94796 1.24169 1.34079
H -2.78747 0.25525 -4.32594
H 1.00851 2.20307 1.31872
H 1.96131 6.11722 -2.33965
H -1.67347 5.95669 -3.10847
H -1.70397 1.90284 1.32158
H 4.66429 -0.50596 -5.14097
H 0.37856 1.03675 3.84323
H -0.50336 -3.04588 1.76599
H -2.57273 2.15260 2.84746
H -0.02740 8.14399 0.29593
H -0.77707 -1.43322 1.12140
H -2.02852 -1.14282 -3.33419
H -0.91546 2.55771 -2.90618
H -3.98631 -0.21438 3.04132
H -1.56212 0.56024 2.43383
H -4.35436 -1.79095 -1.74704
H 3.78739 -4.31381 0.26868
H 0.58002 -2.72578 -1.92233
H -1.00597 -5.30108 2.26164
H 4.33327 -1.85465 7.25223
H 3.05536 -3.21382 -6.99928
H 0.91092 0.22432 1.80693
H 0.10469 0.69197 -2.01411
H -2.44615 0.28040 1.00107
H -3.46399 1.53173 3.90201
H -0.27574 -0.04614 -4.48597
H -0.09050 -0.51221 3.18345
H -3.21128 1.40447 -0.16313
H 2.38583 -1.20369 4.21077
H 0.76063 1.25172 6.00112
H -3.25257 4.07027 -0.18578
H -1.27803 -0.18427 -0.08715
H 0.30698 -4.71294 4.97435
H -0.69621 2.02215 2.64845
H 3.91073 -0.84829 0.74686
H 1.71841 -1.58588 0.90733
H -2.30838 -5.83603 1.43330
H 0.99419 -2.42393 4.05273
H 0.66449 6.06175 -4.74105
H 2.05383 -4.77827 -1.77219
H 0.16959 -3.03001 -3.01576
H 1.67014 1.31185 -4.64004
H -0.59212 4.87960 -4.88988
H -5.12668 0.24110 -0.46343
H 1.41482 3.63391 1.60071
H 2.82109 -1.13822 -3.65119
H -0.33712 1.56044 -5.18617
H 1.42400 1.22836 -0.40580
H 4.33671 -1.40311 3.11262
H -0.12483 4.08608 -0.18383
H 2.72846 -2.73662 -4.23019
H -2.30475 -3.53008 3.17732
H 2.41408 -2.40279 -2.27554
H -0.27068 -6.13538 3.34130
H -3.83000 -1.64005 1.20701
H 2.71888 -0.36358 -6.22408
H -0.55292 4.24246 -2.51862
H 0.98823 2.47167 -2.05538
H 2.61985 2.13263 -1.46162
H 3.11344 0.46513 1.30254
H -2.64861 -1.49766 -1.19441
H 1.09508 0.26679 7.09112
H -0.01321 1.94600 -0.43727
H -1.07919 2.37101 1.13743
H 1.33348 -4.79856 3.60821
H -2.25588 -4.38855 -1.07696
H 4.48454 -0.99566 5.68144
H 1.18024 5.57286 -0.89100
H 1.05034 4.31885 -4.57926
H -1.20072 6.19628 -1.54926
H -3.51324 -1.31192 -4.09160
H -0.76300 -2.66365 3.82948
H -3.76251 -4.39896 -0.22014
H 1.64389 -3.74432 -0.50586
H 0.07170 -1.42567 5.61509
H -3.51488 -1.49255 4.14636
H 1.46219 -2.54173 -6.96170
H -0.50512 -3.01749 -0.60885
H 2.61447 0.26549 5.04922
H -2.21545 2.74986 -0.64970
H -2.17844 4.21969 -1.61377
H 2.73068 -1.74722 -7.96550
H -2.14165 1.51403 -3.53134
H -0.23659 5.99260 1.36546
H 1.02992 -0.55538 -1.34598
H -1.15826 0.24964 4.32249
H -0.96664 -1.88585 -1.81917
H -1.25301 -3.28629 0.82295
H 4.26748 -2.66722 5.70591
H 2.43202 -1.00276 -0.99123
H -3.85160 -3.90123 2.27028
H -1.98387 5.95240 1.37875
H -1.71698 8.16581 0.68900
H 1.87220 -3.23472 2.37167
H 4.02278 -3.17827 -2.35553


73
Properties=species:S:1:pos:R:3 method="wB97M-V/def2-TZVPD" s_squared=0.75 orbital_gap_ev="5.2195 / 3.8779" spin_multiplicity=2 total_charge=+4 relative_energy_kj_mol=137.38
Ti -0.59460 0.42938 -0.19559
S 3.36362 -2.58490 -0.01795
S 3.90440 -3.79875 2.63589
O 0.31727 -0.32846 1.58245
O -2.23929 -0.34830 1.16339
O 1.05276 1.66944 0.17068
O -1.20262 2.01325 1.27743
N -1.50723 -1.85376 -1.76087
N -2.32863 -1.25535 -4.11291
N 5.16567 -4.50517 0.53612
N -3.10823 -2.37610 -4.11138
N -2.11887 1.15681 -1.21105
N -0.67675 -1.51527 -0.72169
N -0.29464 -0.16223 -3.05968
N 0.30374 0.52419 -2.04367
N -2.57628 0.40199 -2.25492
C -3.87985 2.19900 -2.11313
C -0.42423 -0.97433 2.65444
C -3.28320 -1.32927 -6.10490
C 5.81635 -5.37315 1.53274
C -3.68980 -2.41660 -5.28938
C -0.26694 -2.67718 -0.15730
C 1.71633 0.42921 -3.78298
C 2.13900 0.98286 0.83760
C -0.26396 3.03884 1.65727
C 5.31068 -4.93529 2.91545
C -1.62517 -3.18034 -1.81196
C -1.80167 -1.33554 2.12080
C -2.42210 -0.61793 -5.33063
C 1.52760 0.89590 -2.50270
C -3.63056 1.00371 -2.79703
C -0.84550 -3.74369 -0.80001
C 1.58386 0.21390 2.02013
C 0.77400 3.04782 0.56420
C -2.91995 2.25960 -1.13741
C -3.10012 0.67664 1.71711
C -2.25522 1.80781 2.24990
C 4.23106 -3.69995 0.94344
C 0.53900 -0.24556 -4.09599
B -1.72220 -0.76690 -2.86303
H -3.73639 0.25921 2.49547
H -4.35725 -3.22425 -5.54593
H 4.94687 -5.76665 3.51563
H 0.39840 3.54046 -0.33175
H -2.85692 2.71248 2.35391
H -3.73918 1.01130 0.90566
H 1.42734 0.85336 2.88992
H 2.56860 0.30399 0.10158
H -1.89066 0.29499 -5.55431
H 2.90720 1.68830 1.15120
H 6.89703 -5.26244 1.46106
H -0.75894 4.00898 1.72482
H 5.57506 -6.41239 1.31233
H 0.16257 2.79998 2.63404
H 2.19508 1.51286 -1.92740
H -1.78939 -2.28670 1.60161
H -2.25882 -3.64006 -2.55587
H -0.73341 -4.79291 -0.58447
H -2.77096 3.02619 -0.39642
H 2.25686 -0.59779 2.30236
H 1.68820 3.55041 0.87520
H -4.15675 0.56511 -3.63252
H -4.64970 2.92147 -2.32864
H 0.26743 -0.77840 -4.99452
H -0.47927 -0.28740 3.50023
H 0.10538 -1.86867 2.98778
H 5.43858 -4.57415 -0.43922
H -2.51243 -1.41314 2.94199
H 2.57917 0.56362 -4.41340
H 0.43775 -2.68434 0.65556
H 6.06196 -4.40151 3.49195
H -3.56908 -1.13494 -7.12457
H -1.80845 1.57320 3.21812


22
Properties=species:S:1:pos:R:3 method="wB97M-V/def2-TZVPD" orbital_gap_ev=9.1881 spin_multiplicity=1 smiles="NNC(=O)c1sc(Br)c(Br)c1OCC(=O)O"
Br 3.23390 2.12691 0.45443
Br 1.35354 4.90508 1.15971
S -1.09679 3.17189 0.21814
O -3.03531 1.20567 -1.18059
O 2.92892 -2.89594 0.29963
O 0.67166 -0.28881 -0.27823
O 0.77578 -2.85650 1.06246
N -3.15025 -1.55134 -1.05948
N -2.02367 -0.74246 -0.67017
C 1.29263 2.08776 0.36296
C 0.35149 1.03572 -0.04298
C -0.93489 1.47165 -0.24580
C 1.90401 -0.79000 0.28492
C 1.90739 -2.29615 0.52826
C 0.60628 3.25402 0.56920
C -2.05367 0.66610 -0.75696
H 2.03967 -0.32444 1.26348
H 2.75505 -0.52429 -0.35133
H 0.98361 -3.79172 1.20829
H -3.46133 -1.25261 -1.99573
H -3.94596 -1.48868 -0.37688
H -1.10206 -1.12190 -0.45334


11
Properties=species:S:1:pos:R:3 method="wB97M-V/def2-TZVPD" orbital_gap_ev="8.4267 / 8.4277" spin_multiplicity=1 relative_energy_kj_mol=516.60
O -0.30819 -1.71798 0.50157
N -0.01935 -0.60376 0.08358
N -2.01088 0.45047 0.14894
C 1.94908 -0.13350 0.10641
C -0.69521 0.43399 -0.16221
H -0.22851 1.23189 -0.74612
H -2.60234 1.04045 -0.29221
H 1.71422 0.84078 0.30578
H 2.05962 -0.33088 -1.00978
H -2.37690 -0.48893 0.38771
H 2.51845 -0.72252 0.67632


32
Properties=species:S:1:pos:R:3 method="wB97M-V/def2-TZVPD" orbital_gap_ev=6.9529 spin_multiplicity=1 total_charge=-1 relative_energy_kj_mol=152.98
O -2.50207 0.51677 2.69122
O -0.48399 0.85037 3.50730
N -1.01308 1.08492 1.20203
C -0.83710 -1.50124 -1.56767
C -1.30832 0.83253 2.57248
C 1.95335 0.43873 2.16429
C 1.47984 0.92210 0.85213
C 0.18801 1.25938 0.55189
C -0.08538 -1.38272 -0.25469
C -1.51742 2.69262 -0.44946
C -0.66238 -1.52660 0.96403
C -0.12522 2.07656 -0.77022
C -2.14751 1.58199 0.31961
C 1.35318 -1.55530 -0.37221
H -2.94508 1.79932 1.06519
H 2.75937 1.05428 2.67617
H 0.60602 2.93067 -0.79891
H -0.61297 -0.81982 -2.37110
H 1.10584 0.30802 2.73062
H -0.38898 -2.38321 -2.09507
H -1.97520 -1.63827 -1.63522
H 2.08059 1.18823 0.06018
H -1.31832 3.62999 0.13708
H 1.79700 -0.69293 -0.66489
H -1.74454 -1.57471 1.24116
H 1.69071 -1.80129 0.68213
H 0.15977 1.53593 -1.77115
H -0.08949 -1.46517 1.93707
H -1.95125 2.82114 -1.41881
H 2.29120 -0.58817 2.01113
H 1.67365 -2.40966 -1.03720
H -2.44921 0.91067 -0.41159


35
Properties=species:S:1:pos:R:3 method="wB97M-V/def2-TZVPD" orbital_gap_ev=3.7981 spin_multiplicity=1 total_charge=-1
Sb -0.37171 -3.79131 -1.83149
Se -0.14693 -5.50832 -3.49494
Se -2.74200 -3.50583 -1.39829
Se 1.28582 -4.15815 0.03631
Se 0.53991 -1.68741 -3.11185
O 1.33598 -0.29757 -0.30897
O -0.07715 1.24314 -1.79672
O -1.18795 -0.97103 -0.47888
N 0.98673 3.18810 -0.92893
N -1.48741 -1.64618 1.66128
C -0.01148 4.09835 -1.55547
C 1.94262 0.97213 -0.46766
C 1.99346 3.89984 -0.02919
C -2.96518 -1.56249 1.36067
C 0.78597 -0.88205 0.96285
C 0.86973 1.83738 -1.05942
C -0.97521 -2.42999 2.78050
C -0.68916 -1.24273 0.70113
Be 0.02048 -0.40545 -1.41265
H 2.57424 3.15872 0.55735
H 1.45019 -1.78613 1.15157
H -0.40684 -1.73705 3.41652
H -3.57232 -1.75120 2.25601
H 2.72144 4.46564 -0.64311
H 0.91290 -0.22729 1.81444
H -3.15367 -2.36963 0.60256
H 2.63506 0.78580 -1.30901
H 0.45869 4.93302 -2.10869
H -1.82278 -2.91025 3.33778
H -0.62566 3.52849 -2.26319
H -0.34223 -3.20482 2.39907
H 1.49453 4.63720 0.68057
H -0.70803 4.58105 -0.85318
H 2.53356 1.31958 0.41309
H -3.25558 -0.57356 0.91996


18
Properties=species:S:1:pos:R:3 method="wB97M-V/def2-TZVPD" s_squared=0.75 orbital_gap_ev="9.7180 / 5.4335" spin_multiplicity=2 relative_energy_kj_mol=118.16
O -1.43510 0.17993 -0.15990
O 0.09602 1.90790 -1.33107
O -0.02199 -0.47435 1.40495
N 1.28320 -0.07756 -1.16543
C -1.14900 -0.43368 0.89281
C -2.23528 -1.17482 1.64242
C 2.18644 -0.92576 -0.43156
C 1.19937 1.30736 -0.77252
H 3.16275 -0.45672 -0.41696
H 1.76178 -1.04589 0.56620
H -1.78605 -2.07657 2.05481
H -2.58726 -0.57600 2.47501
H 1.19796 1.38806 0.32601
H 2.05440 1.86441 -1.19061
H 2.29255 -1.89973 -0.88536
H -3.08966 -1.41821 1.02591
H 0.31895 -0.44869 -1.20877
H -0.66656 1.34925 -1.02328


Number 1: electronic energy -533.69657 hartree. Number 2: electronic energy -3171.94411 hartree. Number 3: electronic energy -3359.36225 hartree. Number 4: electronic energy -6226.99758 hartree. Number 5: electronic energy -264.39055 hartree. Number 6: electronic energy -635.11512 hartree. Number 7: electronic energy -10510.52754 hartree. Number 8: electronic energy -438.80253 hartree.